Here is 2 unconnected molecules or ions with the total composition C25H30Cl2N4O3 at a distorted geometry from the Open Molecules 2025 dataset. Energies are from ωB97M-V with the def2-TZVPD basis set.

Properties
SMILES ... COc1ccnc2ccc(N(C)c3c(Cl)cccc3Cl)cc12.CNC(=O)[C@@H](NC(C)=O)C(C)C
LUMO ... 0.5 eV
Total charge ... 0
HOMO-LUMO gap ... 7.94 eV
E ... -2335.80348 hartree

Structure (XYZ):
```
64
Properties=species:S:1:pos:R:3:forces:R:3
C -9.664 0.976 0.538 0.1377 0.0459 0.3878
O -8.241 1.146 0.529 0.3496 -0.1790 0.4330
C -7.558 1.072 1.724 -1.8518 0.0126 0.8443
C -8.176 1.037 2.980 -0.3215 0.0342 -1.2538
C -7.406 0.970 4.138 1.8503 -0.0340 -0.3539
N -6.069 0.935 4.112 -1.6998 -0.0001 1.3188
C -5.455 0.966 2.920 -0.8659 0.0245 0.0015
C -4.064 0.923 2.905 1.5902 -0.0174 -1.5594
C -3.365 0.939 1.696 -0.2639 -0.0540 1.5563
C -4.041 0.994 0.461 -1.2430 -0.0939 -0.7140
N -3.330 0.963 -0.756 -0.6118 0.5314 -0.2649
C -3.946 1.321 -2.049 -0.0468 -0.1898 0.6686
C -2.039 0.423 -0.770 -0.2061 0.0571 0.2844
C -1.841 -0.947 -0.495 0.7881 0.2332 -0.0673
Cl -3.190 -2.046 -0.297 0.3817 0.5529 -0.1074
C -0.545 -1.445 -0.354 -0.1183 0.0832 0.0020
C 0.551 -0.594 -0.492 -0.4978 0.2793 -0.0927
C 0.355 0.754 -0.798 -0.0884 -0.0331 -0.0717
C -0.930 1.268 -0.946 0.4118 -0.7584 0.1822
Cl -1.115 2.975 -1.291 -0.1489 -0.5928 0.1482
C -5.441 1.054 0.486 1.0331 -0.0047 -0.5614
C -6.158 1.037 1.699 0.7523 0.1236 -0.9623
H -10.038 0.971 -0.490 0.4648 0.0601 0.1145
H -10.149 1.797 1.074 0.0486 -0.0608 -0.0027
H -9.940 0.026 1.008 0.0754 0.0838 0.0158
H -9.251 1.064 3.095 0.0072 -0.0044 -0.1677
H -7.909 0.947 5.100 0.2273 -0.0088 0.0219
H -3.536 0.875 3.850 -0.0770 0.0171 -0.0998
H -2.281 0.906 1.733 -0.0552 0.0005 -0.0998
H -3.185 1.427 -2.829 0.0058 -0.0824 0.3655
H -4.477 2.275 -1.968 0.0332 -0.1123 0.0617
H -4.650 0.544 -2.364 -0.0475 0.0372 -0.0650
H -0.393 -2.496 -0.123 -0.0495 0.1611 -0.0414
H 1.551 -0.985 -0.357 0.0163 -0.0123 -0.0054
H 1.193 1.432 -0.906 -0.0335 -0.1055 0.0014
H -5.988 1.088 -0.448 -0.0121 -0.0144 0.1129
C 6.331 -2.854 -2.504 -0.0276 0.0464 0.4394
N 5.114 -2.853 -1.689 0.8866 -0.2283 -1.0753
C 4.669 -1.938 -0.816 -0.3107 -0.0105 0.7359
O 3.616 -2.163 -0.241 -0.5166 0.4148 0.3556
C 5.457 -0.657 -0.476 0.7321 -0.0616 -0.4381
N 6.901 -0.905 -0.311 -1.6429 0.8790 -1.1115
C 7.501 -1.578 0.671 1.0619 -0.9222 1.2598
C 6.691 -2.125 1.829 0.0390 0.2001 -0.3208
O 8.708 -1.753 0.636 0.2786 0.0077 -0.1053
C 5.204 0.444 -1.534 -0.0306 0.6842 0.1427
C 3.732 0.859 -1.577 0.1881 -0.6386 -0.1850
C 6.013 1.720 -1.264 0.2597 -0.5578 -0.0097
H 7.196 -3.100 -1.884 0.0679 0.0642 -0.1758
H 6.247 -3.606 -3.290 -0.1395 0.1216 0.1108
H 6.489 -1.882 -2.973 0.0292 -0.0831 -0.0195
H 4.505 -3.653 -1.782 -0.0386 0.1513 0.1273
H 5.064 -0.287 0.471 -0.2014 -0.1963 0.0383
H 7.524 -0.547 -1.016 0.0819 -0.0900 0.0068
H 5.981 -2.866 1.467 -0.2464 0.0208 0.0804
H 7.368 -2.597 2.540 0.0017 0.1028 -0.1937
H 6.163 -1.312 2.323 -0.2424 -0.0517 0.0588
H 5.485 0.071 -2.518 0.0552 -0.1613 -0.1365
H 3.424 1.205 -0.589 -0.1125 -0.0014 -0.0067
H 3.591 1.662 -2.301 0.0088 0.0007 0.0682
H 3.115 0.016 -1.885 -0.2274 0.0680 0.1300
H 5.768 2.114 -0.276 0.0593 0.0728 0.0175
H 5.782 2.475 -2.017 -0.0177 -0.0359 0.0671
H 7.083 1.517 -1.311 0.0697 0.2247 0.1092
```
Forces are in eV/Å.

Atomic partial charges in e from the Mulliken method, atoms 1 to 4: C -0.86; O -0.36; C 0.61; C -0.49